Model w:
The following is a DFT calculation (wB97M-V/def2-TZVPD) of the ion C5H14N2 with charge +2.

Structure (SMILES)   C[C@H]([NH3+])C/C=C/[NH3+]
Charge   +2
HOMO-LUMO gap   11.344 eV
HOMO   -18.4 eV

The geometry in XYZ format:
```
21
C5H14N2 (wB97M-V/def2-TZVPD)
C 1.9291 0.1473 1.9674
C 1.2125 0.0680 0.6230
N 1.9929 1.0849 -0.2452
C -0.2341 0.3532 0.5810
C -0.9452 -0.5779 -0.3160
C -2.1232 -0.3186 -0.8688
N -2.8044 -1.1324 -1.8798
H 2.4252 1.1191 2.1132
H 1.2198 -0.0912 2.7931
H 2.8946 -0.4430 1.9871
H 1.3763 -0.9212 0.1782
H 1.4308 1.0118 -1.1407
H 3.0080 0.7010 -0.2961
H 1.9526 2.1593 0.0825
H -0.4627 1.5398 0.3607
H -0.8167 0.1367 1.5958
H -0.3822 -1.5566 -0.4546
H -2.7458 0.5002 -0.6009
H -2.3485 -0.8095 -2.7517
H -3.7297 -0.8193 -1.9582
H -2.8495 -2.1516 -1.7700
```

***

Model x:
The following is a DFT calculation (wB97M-V/def2-TZVPD) of the ion C5H14N2 with charge +2.

Structure (SMILES)   C[C@H]([NH3+])C/C=C/[NH3+]
Charge   +2
HOMO-LUMO gap   11.836 eV
HOMO   -18.6 eV

The geometry in XYZ format:
```
21
C5H14N2 (wB97M-V/def2-TZVPD)
C 1.4054 -1.1284 -1.7021
C 0.0441 -0.7845 -1.0967
N -1.0143 -1.0054 -2.1557
C -0.1838 0.6657 -0.5026
C -0.6520 0.8104 0.9447
C 0.2177 0.8766 1.9224
N -0.1401 1.1944 3.3025
H 2.3192 -0.5485 -1.4183
H 1.6467 -2.1810 -1.4194
H 1.3937 -1.0285 -2.7851
H -0.2139 -1.4918 -0.2688
H -1.8615 -0.5519 -1.8118
H -1.0629 -2.0125 -2.2727
H -0.8108 -0.6420 -3.1428
H -0.9172 1.1623 -1.1296
H 0.7890 1.1873 -0.4272
H -1.7133 0.9107 0.8785
H 1.2839 0.7704 1.8546
H 0.1090 0.4026 3.9955
H -1.1237 1.4956 3.4970
H 0.4844 1.8984 3.7377
```

***

Stability, descending: model x, model w

***

Model w:
The following is a DFT calculation (wB97M-V/def2-TZVPD) of a structure of composition C6H9F3N2O.

HOMO-LUMO gap   9.759 eV
HOMO   -9.0 eV

The geometry in XYZ format:
```
21
C6H9F3N2O (wB97M-V/def2-TZVPD)
C -0.1151 -0.6884 1.8235
C 0.4267 0.6096 1.3937
C 0.7383 0.0051 -0.4756
C -0.4935 1.8052 1.6764
C -0.3198 -2.1199 -1.3416
C -0.1423 1.0213 -1.4835
N -0.2742 -1.5612 0.9467
N 0.2361 -1.3302 -0.2848
O 2.0423 0.0422 -0.8391
F 0.0246 2.3302 -1.2219
F -0.0887 0.8737 -2.8593
F -1.4419 0.8693 -1.1844
H -0.4384 -0.8396 2.8375
H 1.4314 0.6360 1.6622
H -1.4501 1.5349 1.4570
H -0.0576 2.6320 1.1975
H -0.5626 2.0258 2.6818
H -1.5039 -1.9878 -1.4871
H -0.0519 -1.8654 -2.4057
H -0.2031 -3.1062 -1.0693
H 2.2438 -0.8866 -1.0239
```

***

Model x:
The following is a DFT calculation (wB97M-V/def2-TZVPD) of the molecule C6H9F3N2O.

Structure (SMILES)   C[C@H]1C=NN(C)[C@@]1(O)C(F)(F)F
HOMO-LUMO gap   9.795 eV
HOMO   -8.9 eV

The geometry in XYZ format:
```
21
C6H9F3N2O (wB97M-V/def2-TZVPD)
C 0.8311 -2.0366 -1.0609
C 0.0808 -0.7364 -1.1933
C -1.3387 -1.0020 -0.9322
N -1.8394 -0.5265 0.1509
N -0.9326 0.3351 0.7939
C -1.3483 1.4307 1.6459
C 0.2665 0.4068 -0.0271
O 0.3463 1.8199 -0.9247
C 1.5242 0.4950 0.8220
F 2.5910 0.5894 0.0337
F 1.5648 1.5988 1.5148
F 1.6400 -0.4683 1.6532
H 0.4308 -2.5429 -0.2146
H 1.9183 -1.9905 -1.0244
H 0.5464 -2.5960 -1.9311
H 0.3515 -0.3015 -2.0632
H -1.8244 -1.5989 -1.7370
H -2.3848 1.2428 2.0645
H -0.6053 1.5541 2.4083
H -1.2930 2.2605 0.9525
H -0.5251 2.0666 -0.9311
```

***

Stability, descending: model x, model w

***

Model w:
The following is a DFT calculation (wB97M-V/def2-TZVPD) of the molecule C7H12N2O.

HOMO-LUMO gap (spin up / spin down)   7.206 / 7.949 eV
HOMO (spin up / spin down)   -7.8 / -8.2 eV

The geometry in XYZ format:
```
22
C7H12N2O (wB97M-V/def2-TZVPD)
C -1.8814 -0.4603 2.1212
C -1.6264 -1.3437 1.2199
C -0.9124 0.6611 2.3379
C -0.5942 0.7163 -1.3097
C 1.8754 0.8389 -1.0355
C 0.7735 -1.4358 -1.3086
C 0.5873 -0.0797 -0.7435
N 0.1666 0.6522 1.5494
N 0.4256 -0.3606 0.6715
O -0.9963 1.5920 3.1487
H -2.7111 -0.4734 2.7501
H -1.5615 -2.1476 0.5163
H -0.4044 1.7536 -0.8307
H -0.7013 0.7296 -2.4447
H -1.5794 0.2647 -0.9985
H 2.0535 0.7608 -2.1129
H 2.6895 0.3524 -0.5602
H 1.5391 1.8177 -0.6515
H 0.6238 -1.2776 -2.3732
H 1.6106 -1.9039 -0.7645
H -0.2328 -2.0136 -1.0168
H 0.8562 1.3571 1.8354
```

***

Model x:
The following is a DFT calculation (wB97M-V/def2-TZVPD) of a structure of composition C7H12N2O.

HOMO-LUMO gap   5.630 eV
HOMO   -6.3 eV

The geometry in XYZ format:
```
22
C7H12N2O (wB97M-V/def2-TZVPD)
C -3.7785 -0.1366 0.1498
C -0.4615 0.4777 -0.2525
C 1.0197 1.6732 -0.2212
C 1.3679 0.1551 1.0127
C 1.0460 -0.2183 -0.9029
C 0.3146 -1.2869 -0.3911
C 2.2132 -1.1718 -0.0112
H -3.9402 0.5712 1.0201
H -4.2385 -1.2234 0.3405
H -4.2694 0.2538 -0.8043
H 0.9101 2.5076 0.5150
H 1.3527 2.0506 -1.1822
H 1.4910 -0.6501 1.7493
H 0.7384 0.9119 1.5315
H 1.8517 -0.2929 -1.6349
H 0.4266 0.3758 -1.6699
H 0.2206 -1.6057 0.6949
H 2.4851 -1.9200 0.8124
H 2.9956 -1.3447 -0.7966
N -1.7186 0.7627 -0.1110
N 2.3741 0.5631 0.2068
O -2.4005 -0.4525 -0.0551
```

***

Stability, descending: model w, model x

***

Model w:
The following is a DFT calculation (wB97M-V/def2-TZVPD) of a cluster of 2 separate species, CH2Cl2FP in total.

HOMO-LUMO gap (spin up / spin down)   7.077 / 8.824 eV
HOMO (spin up / spin down)   -8.5 / -8.5 eV

The geometry in XYZ format:
```
7
CH2Cl2FP (wB97M-V/def2-TZVPD)
C 1.2159 1.4246 -0.2302
F 2.0416 0.4189 -0.7683
P -1.5039 -2.1757 -0.3573
Cl -2.2296 -2.9493 1.3329
Cl -1.2645 -0.2100 0.2613
H 0.8116 1.2312 0.7754
H 0.9289 2.2603 -1.0138
```

***

Model x:
The following is a DFT calculation (wB97M-V/def2-TZVPD) of a structure of composition CH2Cl2FP.

HOMO-LUMO gap (spin up / spin down)   8.461 / 6.699 eV
HOMO (spin up / spin down)   -8.3 / -7.9 eV

The geometry in XYZ format:
```
7
CH2Cl2FP (wB97M-V/def2-TZVPD)
C -1.3203 0.1541 -0.1165
F -0.7268 -0.2967 -1.2580
P 2.3957 0.6349 0.2698
Cl 0.6217 0.3900 1.2110
Cl 2.6487 -1.3355 -0.1939
H -1.7749 0.9906 -0.4706
H -1.8442 -0.5374 0.5583
```

***

Stability, descending: model w, model x

***

Model w:
The following is a DFT calculation (wB97M-V/def2-TZVPD) of the molecule C16H24N2O4S.

Structure (SMILES)   Cc1noc(C)c1CSCC(=O)OCC(=O)NC1CCCCC1
HOMO-LUMO gap   9.128 eV
HOMO   -8.6 eV

The geometry in XYZ format:
```
47
C16H24N2O4S (wB97M-V/def2-TZVPD)
C 5.4452 0.2166 3.1335
C 4.7021 0.5524 1.8964
N 5.1800 1.3501 0.9809
O 4.2524 1.4406 -0.0088
C 3.1830 0.6899 0.3078
C 2.0439 0.6460 -0.6380
C 3.4076 0.0848 1.5183
C 2.5247 -0.8157 2.2888
S 1.8946 -0.0090 3.8161
C 0.9555 1.3667 3.0910
C -0.1848 0.9013 2.2253
O -0.5004 1.4248 1.1857
O -0.8225 -0.1457 2.7448
C -1.8540 -0.6847 1.9349
C -1.2893 -1.0412 0.5482
O -0.1796 -1.5196 0.4304
N -2.1271 -0.8145 -0.4704
C -1.7457 -1.0117 -1.8572
C -2.8243 -1.7994 -2.6043
C -4.0943 -0.9777 -2.8137
C -3.7751 0.3275 -3.5362
C -2.7497 1.1382 -2.7498
C -1.4703 0.3326 -2.5399
H 5.6833 -0.8464 3.1461
H 6.3652 0.7913 3.1752
H 4.8308 0.4346 4.0056
H 1.5232 -0.3045 -0.5504
H 2.4047 0.7842 -1.6540
H 1.3340 1.4419 -0.4087
H 3.0719 -1.6812 2.6625
H 1.6674 -1.1454 1.7032
H 1.6200 2.0078 2.5105
H 0.5606 1.9245 3.9410
H -2.1843 -1.5903 2.4472
H -2.6776 0.0325 1.8545
H -2.9903 -0.3219 -0.3094
H -0.8205 -1.5967 -1.8234
H -2.4216 -2.0873 -3.5768
H -3.0534 -2.7129 -2.0520
H -4.8085 -1.5610 -3.3982
H -4.5645 -0.7590 -1.8518
H -4.6880 0.9109 -3.6714
H -3.3729 0.1014 -4.5261
H -2.5115 2.0572 -3.2881
H -3.1700 1.4285 -1.7842
H -0.7677 0.9011 -1.9290
H -1.0021 0.1381 -3.5062
```

***

Model x:
The following is a DFT calculation (wB97M-V/def2-TZVPD) of the molecule C16H24N2O4S.

Structure (SMILES)   CC(C)NS(=O)(=O)c1ccc(CCC(=O)N2CCOCC2)cc1
HOMO-LUMO gap   9.573 eV
HOMO   -9.1 eV

The geometry in XYZ format:
```
47
C16H24N2O4S (wB97M-V/def2-TZVPD)
C -1.5656 -1.7829 0.6529
C -3.0646 -1.9386 0.9348
C -3.8939 -1.5216 -0.2713
N -3.4970 -1.2148 2.1177
S -3.9000 0.3978 2.2011
O -4.0257 0.6457 3.6092
O -5.0196 0.6631 1.3506
C -2.4704 1.2860 1.5912
C -2.4857 1.8576 0.3354
C -1.3289 2.4321 -0.1615
C -0.1629 2.4377 0.5944
C 1.1206 2.9651 0.0167
C 2.1671 1.8492 -0.0992
C 1.6581 0.7158 -0.9799
O 0.6360 0.8048 -1.6320
N 2.3906 -0.4255 -0.9752
C 3.7016 -0.6353 -0.4042
C 4.7001 -0.9213 -1.5371
O 4.2956 -2.0249 -2.3081
C 3.0225 -1.8078 -2.8784
C 1.9722 -1.5475 -1.7961
C -0.1866 1.9072 1.8812
C -1.3378 1.3262 2.3803
H -1.3288 -0.7727 0.3283
H -0.9831 -2.0091 1.5445
H -1.2709 -2.4720 -0.1348
H -3.2657 -2.9987 1.1493
H -3.7327 -2.2213 -1.0880
H -4.9474 -1.5070 -0.0099
H -3.6125 -0.5265 -0.6015
H -3.0047 -1.4714 2.9579
H -3.4012 1.8378 -0.2348
H -1.3212 2.8528 -1.1546
H 1.5224 3.7564 0.6543
H 0.9287 3.3772 -0.9738
H 2.3956 1.4554 0.8923
H 3.0838 2.2559 -0.5333
H 4.0335 0.2281 0.1667
H 3.6579 -1.5089 0.2579
H 5.6806 -1.1738 -1.1303
H 4.7885 -0.0275 -2.1750
H 2.7833 -2.7101 -3.4421
H 3.0606 -0.9479 -3.5640
H 1.0085 -1.3000 -2.2413
H 1.8731 -2.4326 -1.1583
H 0.7024 1.9420 2.4948
H -1.3763 0.9055 3.3730
```

***

Stability, descending: model w, model x